{"formula": "C22H47Cl4NO13", "method": "ωB97M-V/def2-TZVPD", "energy_ha": -3740.0052, "relative_energy_ev": 2.987, "fmax_ha_per_bohr": 0.1043, "homo_lumo_gap_ev": 9.50, "species": ["C", "C", "C", "O", "C", "N", "H", "H", "H", "H", "H", "H", "H", "H", "H", "H", "H", "C", "C", "O", "C", "O", "O", "C", "H", "H", "H", "H", "H", "H", "H", "H", "C", "C", "O", "C", "O", "O", "C", "H", "H", "H", "H", "H", "H", "H", "H", "C", "C", "O", "C", "O", "O", "C", "H", "H", "H", "H", "H", "H", "H", "H", "C", "C", "O", "C", "O", "O", "C", "H", "H", "H", "H", "H", "H", "H", "H", "C", "Cl", "Cl", "H", "H", "C", "Cl", "Cl", "H", "H"], "coordinates": [[-17.33248, 20.49426, -19.53660], [-17.32144, 19.08920, -20.11481], [-18.69954, 18.48981, -20.34120], [-19.43796, 18.51985, -19.13273], [-20.78406, 17.91658, -19.32147], [-16.58733, 19.15771, -21.39512], [-17.35314, 20.42966, -18.44871], [-18.12858, 21.18553, -19.81315], [-16.39776, 21.04483, -19.64278], [-16.77047, 18.41142, -19.46277], [-18.59571, 17.44528, -20.63491], [-19.21477, 19.03038, -21.13520], [-21.36335, 18.14627, -18.42718], [-20.68080, 16.83671, -19.42794], [-21.18759, 18.39416, -20.21433], [-15.73163, 19.67413, -21.24963], [-16.42875, 18.18890, -21.63256], [-7.15134, 18.19464, -23.25796], [-8.62021, 18.21479, -22.74316], [-8.68681, 18.56128, -21.40272], [-9.81825, 18.80472, -20.81405], [-10.88139, 18.95206, -21.44389], [-9.66148, 18.76719, -19.43846], [-10.74157, 18.97256, -18.54260], [-6.54253, 17.57823, -22.59654], [-6.70139, 19.18672, -23.29574], [-7.09897, 17.72870, -24.24197], [-9.02051, 17.20623, -22.84636], [-9.27264, 18.82439, -23.36833], [-11.71058, 18.77366, -19.00038], [-10.73065, 19.99231, -18.15777], [-10.74967, 18.32721, -17.66423], [-14.07332, 28.47953, -25.33996], [-13.65797, 27.34902, -24.47602], [-14.36305, 26.18906, -24.84725], [-13.69648, 25.01069, -24.79069], [-12.60813, 24.73957, -24.16491], [-14.50760, 24.17811, -25.38366], [-14.13168, 22.82623, -25.43907], [-14.09503, 29.42933, -24.80563], [-15.08043, 28.36678, -25.74134], [-13.36222, 28.67886, -26.14166], [-13.84756, 27.61982, -23.43735], [-12.57123, 27.33618, -24.55921], [-14.79543, 22.36327, -26.16929], [-14.19027, 22.43675, -24.42271], [-13.10115, 22.85935, -25.79262], [-13.02321, 7.65016, -31.29844], [-14.01185, 7.15757, -30.30451], [-14.30385, 8.27457, -29.40755], [-13.81049, 8.22004, -28.16691], [-13.18254, 7.31232, -27.70950], [-14.08358, 9.37756, -27.52655], [-13.95503, 9.55144, -26.12375], [-12.72155, 6.77493, -31.87382], [-12.07169, 8.01141, -30.90831], [-13.38794, 8.45205, -31.94036], [-13.69867, 6.24366, -29.79974], [-14.90994, 6.82562, -30.82541], [-13.77053, 8.60694, -25.61192], [-14.88617, 9.96498, -25.73638], [-13.20509, 10.30179, -25.87343], [-8.06308, 14.09596, -35.22363], [-8.75522, 12.78092, -34.96082], [-9.70242, 12.91409, -33.88026], [-9.28322, 12.83977, -32.57839], [-8.12921, 12.90597, -32.15698], [-10.36399, 12.56482, -31.84600], [-10.44108, 12.44508, -30.45990], [-7.67748, 14.24148, -36.23271], [-7.23492, 14.29089, -34.54227], [-8.74229, 14.94731, -35.17891], [-8.05952, 11.96973, -34.74614], [-9.31669, 12.66263, -35.88757], [-9.89438, 11.56713, -30.11580], [-11.45468, 12.43750, -30.05909], [-9.94371, 13.35063, -30.11247], [-13.86792, 15.95774, -25.64300], [-14.49682, 14.97846, -24.32741], [-14.53539, 15.48483, -27.21353], [-14.13981, 17.00877, -25.54535], [-12.78117, 15.87368, -25.64386], [-18.81970, 16.59777, -30.14328], [-18.28833, 16.55505, -31.77558], [-20.57662, 16.50055, -30.27023], [-18.49873, 15.69844, -29.61764], [-18.56532, 17.50423, -29.59398]], "forces_ev_per_angstrom": [[0.130, 0.324, 1.603], [0.535, 0.842, -0.578], [-0.037, -0.019, 0.512], [-1.420, -0.520, -0.024], [2.068, 1.045, 0.246], [-1.168, -0.406, 0.126], [-0.528, -0.120, 0.178], [-0.164, -0.410, -0.394], [0.250, -0.231, -0.691], [-0.106, 0.085, 0.544], [0.122, -0.240, -0.383], [-0.102, 0.166, -0.164], [0.071, 0.060, -0.172], [-0.086, -0.037, -0.183], [-0.436, -0.259, 0.035], [0.207, -0.367, -0.119], [0.687, 0.084, -0.550], [-0.700, 0.056, 0.786], [0.338, -0.828, -2.228], [1.846, 0.461, 1.966], [-3.874, -0.107, -0.210], [2.127, -0.149, 2.063], [0.743, -0.231, -1.564], [-1.324, 0.464, -0.150], [-0.025, 0.023, 0.093], [-0.137, 0.010, -0.040], [-0.215, 0.159, -0.038], [-0.041, -0.194, 0.065], [0.135, 0.373, 0.186], [0.100, 0.228, -0.408], [0.073, 0.093, -0.249], [0.936, -0.363, -0.283], [-0.573, 1.517, -0.867], [0.816, 1.276, 1.009], [1.479, -0.779, -0.066], [2.643, -0.025, 3.104], [-4.294, 1.281, -2.948], [-0.673, 0.280, -0.481], [0.835, 0.069, -0.033], [0.024, -0.070, 0.358], [0.067, -0.175, -0.109], [-0.208, -0.357, -0.317], [-0.283, -0.475, 0.168], [0.012, -1.104, 0.040], [0.091, -0.143, 0.349], [0.009, -0.494, -0.266], [0.053, -0.803, 0.064], [1.114, -0.318, -0.748], [-0.036, 0.256, 0.364], [-0.558, -0.347, 0.175], [0.199, 0.441, 0.360], [0.194, -0.521, 0.445], [-0.506, 0.204, -1.130], [-0.152, -0.349, 0.529], [-0.140, 0.100, -0.555], [-0.159, 0.013, 0.621], [-0.275, -0.246, -0.051], [0.380, 0.484, 0.529], [-0.423, 0.680, 0.206], [0.241, 0.043, -0.129], [-0.208, -0.141, -0.282], [0.339, -0.276, -0.339], [0.899, 1.103, 0.216], [0.256, 1.219, -0.121], [0.012, -0.252, 1.095], [1.603, -0.780, 0.263], [-2.125, 0.100, -0.978], [-1.494, -0.175, -2.275], [1.803, 0.931, 0.969], [0.188, -0.768, -0.173], [-0.097, 0.005, 0.108], [-0.377, -0.182, 0.483], [-0.140, -0.013, -0.158], [-0.483, -0.945, 0.495], [-0.015, 0.000, 0.043], [-0.106, -0.089, -0.789], [0.060, -0.165, 0.827], [0.221, 0.579, -0.275], [-0.078, 0.076, 0.108], [0.140, -0.208, -0.088], [-0.059, -0.267, 0.436], [-0.231, -0.175, -0.172], [-0.778, -0.451, 0.730], [1.340, 0.220, -1.015], [-0.868, 0.077, 0.714], [0.152, 0.262, -0.065], [0.161, -0.112, -0.356]]}